C16H21Cl5F3IrN4O7Se | ωB97M-V/def2-TZVPD

Calculated values
* gap between HOMO and LUMO: 0.32222 hartree
* ΔE to the lowest compared entry with this formula, charge and spin: 27.86 kJ/mol
* F_max: 0.3 eV Å⁻¹
* HOMO energy: -0.3173 Ha
* E_LUMO: 0.005 Eh
* electronic energy: -6474.40526 Eh

Each line ends with the Mulliken charge.
Element x y z (Å)
Ir1 0.183154 -0.002324 -0.311190  3.103
N1 -0.295899 -1.333403 4.419998  -0.808
C1 -0.293206 -0.251562 3.428480  2.667
C2 0.908350 0.666251 3.557184  -2.105
C3 1.017906 1.531225 2.300491  0.322
N2 1.468996 0.692138 1.137531  -0.698
C4 -0.284733 2.266142 1.991755  -1.590
C5 -1.528120 1.376683 2.036668  0.243
N3 -1.580982 0.446357 0.877916  -0.820
C6 -1.566700 0.576407 3.338459  -1.595
H1 0.206473 -2.885673 3.383438  0.398
H2 -1.242916 -1.677611 4.546626  0.272
H3 0.033670 -1.019682 5.325759  0.285
H4 -0.182069 -0.732303 2.464961  -1.295
H5 1.825786 0.084233 3.689890  0.422
H6 0.807738 1.317527 4.431960  0.568
H7 1.799449 2.277476 2.458340  0.389
H8 1.908522 -0.156888 1.494196  0.383
H9 2.192861 1.214466 0.648925  0.220
H10 -0.203957 2.761699 1.022623  0.305
H11 -0.408763 3.051006 2.742767  0.607
H12 -2.403247 2.028235 1.982921  0.361
H13 -2.174621 0.864033 0.156450  0.407
H14 -1.989004 -0.445375 1.165485  0.206
H15 -2.441758 -0.078275 3.341050  0.489
H16 -1.651283 1.255297 4.193381  0.421
Cl1 1.101307 -2.838064 -2.036025  -0.135
C7 2.078065 -1.434805 -2.308694  1.135
C8 1.839554 -0.250913 -1.590122  -1.928
C9 2.734855 0.784374 -1.911760  1.470
Cl2 2.669205 2.352489 -1.122533  -0.187
C10 3.746029 0.678157 -2.870941  -0.326
Cl3 4.790902 2.001364 -3.226723  -0.210
C11 3.913861 -0.510310 -3.566016  0.475
Cl4 5.136694 -0.659999 -4.765342  -0.196
C12 3.073993 -1.576360 -3.275420  -0.296
Cl5 3.276474 -3.056168 -4.133148  -0.199
F1 -2.065231 3.986132 -3.091950  -0.264
C13 -0.927970 3.438068 -2.666493  0.735
F2 -0.193806 4.406174 -2.090400  -0.256
F3 -0.255937 2.998057 -3.739210  -0.258
C14 -1.184481 2.286266 -1.658468  0.218
O1 -2.325011 2.067057 -1.287530  -0.714
O2 -0.076527 1.749922 -1.323386  -0.470
C15 -2.388981 -1.104296 -3.728391  -1.400
C16 -1.834880 -1.524772 -2.398778  0.685
N4 -2.086623 -2.760930 -1.981791  -0.059
O3 -1.187551 -0.687876 -1.752740  -0.735
H17 -3.175491 -1.766550 -4.084528  0.470
H18 -1.567876 -1.106749 -4.447205  0.271
H19 -2.764199 -0.086419 -3.645670  0.266
H20 -2.602850 -3.383023 -2.578006  0.223
H21 -1.631240 -3.167089 -1.166816  0.012
O4 -1.897410 -2.270258 1.748773  -0.665
Se1 -0.506970 -2.930836 1.259723  1.037
O5 0.285792 -3.556379 2.648538  -0.628
O6 0.581485 -1.775797 0.755281  -0.469
O7 -0.660844 -4.126538 0.209728  -0.757

Cartesian forces, eV/Å:
0.06 0.01 0.10
-0.03 -0.04 0.02
0.03 -0.04 -0.02
0.01 0.00 0.02
0.00 0.01 -0.01
0.02 0.03 0.03
0.00 -0.01 -0.02
0.03 0.03 0.01
-0.02 -0.10 -0.10
0.01 0.01 0.01
0.01 0.02 -0.10
0.00 0.01 0.01
0.00 0.01 0.00
-0.01 0.01 0.04
0.00 0.01 0.00
0.00 0.00 0.00
0.00 0.00 -0.01
-0.02 -0.01 -0.02
0.00 0.00 0.01
-0.01 0.00 -0.01
0.01 0.00 0.00
-0.01 -0.02 0.01
0.00 0.00 -0.01
-0.05 0.03 0.01
0.00 0.00 -0.01
-0.01 0.00 0.00
-0.03 0.01 0.07
-0.01 0.02 -0.01
-0.10 -0.07 -0.03
-0.02 0.05 0.01
0.10 0.00 0.01
0.00 0.00 0.00
0.00 0.00 0.01
0.00 0.00 -0.01
0.01 0.00 0.01
0.01 0.00 0.00
0.01 -0.01 0.00
0.00 0.00 0.00
-0.01 -0.02 -0.01
-0.01 -0.01 0.00
0.01 0.00 -0.01
0.01 0.08 0.08
0.01 -0.07 0.00
-0.11 -0.08 -0.02
-0.01 0.00 0.01
-0.15 -0.09 0.16
0.00 0.07 -0.05
0.17 0.17 -0.21
0.00 0.00 0.00
0.00 0.01 0.00
0.00 0.00 0.00
0.00 0.00 -0.01
0.03 -0.05 0.00
0.03 0.01 -0.03
-0.03 0.04 0.06
0.00 0.03 0.06
0.02 -0.05 -0.05
0.02 -0.03 0.01

---

C16H21Cl5F3IrN4O7Se | ωB97M-V/def2-TZVPD

Calculated values
* gap between HOMO and LUMO: 0.32130 hartree
* ΔE to the lowest compared entry with this formula, charge and spin: 39.43 kJ/mol
* F_max: 0.4 eV Å⁻¹
* HOMO energy: -0.3172 Ha
* E_LUMO: 0.004 Eh
* electronic energy: -6474.40085 Eh

Each line ends with the Mulliken charge.
Element x y z (Å)
Ir1 0.235162 -0.257407 0.150602  3.211
N1 -0.369920 -1.565016 4.910137  -0.817
C1 -0.335333 -0.517154 3.889497  2.321
C2 0.893059 0.363941 3.990720  -2.019
C3 1.007464 1.261395 2.758102  0.325
N2 1.506152 0.483264 1.576671  -0.655
C4 -0.281018 2.016441 2.427830  -1.604
C5 -1.525650 1.140003 2.470186  0.344
N3 -1.541907 0.221288 1.297383  -0.992
C6 -1.584614 0.342823 3.770030  -1.527
H1 0.394228 -3.220221 3.737681  0.382
H2 -1.278608 -2.019351 4.860623  0.276
H3 -0.291109 -1.184619 5.847509  0.307
H4 -0.255777 -1.034131 2.942835  -1.040
H5 1.797183 -0.242540 4.094055  0.339
H6 0.833866 0.998010 4.882296  0.558
H7 1.780898 2.004993 2.964874  0.362
H8 2.047691 -0.321542 1.890310  0.368
H9 2.153518 1.093842 1.081134  0.176
H10 -0.185061 2.498718 1.453123  0.334
H11 -0.397476 2.809307 3.171637  0.603
H12 -2.421272 1.764608 2.415548  0.357
H13 -2.096077 0.660596 0.549414  0.370
H14 -2.018167 -0.650396 1.535984  0.240
H15 -2.468658 -0.300098 3.751272  0.458
H16 -1.684066 1.023089 4.622849  0.425
Cl1 1.079523 -3.102384 -1.546526  -0.143
C7 2.017481 -1.696063 -1.921900  1.024
C8 1.831700 -0.517044 -1.184377  -1.818
C9 2.714742 0.514631 -1.569189  1.601
Cl2 2.784402 2.064770 -0.744154  -0.239
C10 3.629955 0.413402 -2.622308  -0.360
Cl3 4.646617 1.732441 -3.068959  -0.208
C11 3.729736 -0.769532 -3.342417  0.458
Cl4 4.833918 -0.911421 -4.652629  -0.197
C12 2.924551 -1.836401 -2.974926  -0.350
Cl5 3.058950 -3.318543 -3.844627  -0.196
F1 -1.945768 3.486176 -2.966290  -0.263
C13 -0.832761 3.072610 -2.361035  0.705
F2 -0.253779 4.140379 -1.785711  -0.259
F3 0.001716 2.611996 -3.303038  -0.259
C14 -1.125421 1.983225 -1.295060  0.180
O1 -2.281189 1.719407 -1.006195  -0.704
O2 -0.038503 1.513774 -0.831073  -0.539
C15 -2.228659 -1.288444 -3.340510  -1.396
C16 -1.739685 -1.763209 -2.004229  0.666
N4 -1.987929 -3.026529 -1.666188  -0.126
O3 -1.146768 -0.959595 -1.271707  -0.540
H17 -3.081167 -1.862862 -3.698354  0.462
H18 -1.406361 -1.398268 -4.050697  0.280
H19 -2.489906 -0.235378 -3.272630  0.251
H20 -2.431772 -3.629080 -2.337122  0.207
H21 -1.514370 -3.475134 -0.882104  0.047
O4 -1.831707 -2.584127 2.166948  -0.639
Se1 -0.441038 -3.210776 1.644917  1.091
O5 0.397874 -3.871791 2.996954  -0.594
O6 0.647769 -2.038096 1.173038  -0.468
O7 -0.602456 -4.389276 0.577792  -0.777

Cartesian forces, eV/Å:
-0.16 0.07 -0.13
-0.08 -0.07 -0.10
0.02 -0.02 -0.05
-0.09 0.06 0.05
0.19 0.08 0.07
-0.01 0.10 -0.10
0.02 0.06 0.14
-0.06 -0.11 -0.08
-0.39 -0.15 -0.10
-0.05 -0.11 -0.03
-0.13 0.02 -0.10
0.04 -0.05 0.02
0.08 0.03 -0.01
0.07 -0.01 0.00
0.00 -0.02 0.00
-0.01 0.01 0.00
0.00 0.02 -0.02
-0.04 -0.01 0.08
0.04 -0.07 -0.07
0.02 0.01 0.02
0.01 0.00 -0.01
0.11 0.10 -0.06
0.12 -0.01 0.09
0.07 -0.02 0.12
-0.01 0.00 0.04
0.02 0.00 -0.02
0.24 -0.05 -0.09
-0.03 -0.07 -0.04
0.23 0.17 -0.06
0.03 -0.01 -0.04
-0.09 -0.07 0.07
-0.01 -0.03 0.00
-0.02 0.00 0.04
-0.02 0.04 0.03
-0.01 -0.01 0.01
-0.02 -0.04 0.01
-0.02 0.01 0.03
0.01 -0.01 0.02
-0.03 0.01 0.03
0.01 0.01 0.00
0.00 -0.01 0.00
-0.28 -0.08 0.03
0.02 0.08 -0.03
0.31 -0.05 -0.02
-0.02 0.02 0.00
-0.20 -0.19 0.16
0.02 0.04 -0.07
0.17 0.12 -0.20
0.01 -0.01 0.00
0.00 0.02 -0.01
0.00 0.00 0.01
-0.02 0.01 0.01
-0.11 0.04 0.04
0.03 0.11 0.01
0.02 0.19 0.03
0.01 -0.03 0.11
-0.08 -0.05 0.14
0.06 -0.08 0.00

---

C16H21ClN2O2 | ωB97M-V/def2-TZVPD

Calculated values
* SMILES string: CCCCC[C@H]1CC(=O)N(Cc2ccc(Cl)cc2)C(=O)N1
* gap between HOMO and LUMO: 0.35462 hartree
* ΔE to the lowest compared entry with this formula, charge and spin: 0.00 kJ/mol
* F_max: 0.7 eV Å⁻¹
* HOMO energy: -0.3281 Ha
* E_LUMO: 0.026 Eh
* electronic energy: -1342.54448 Eh

Each line ends with the Mulliken charge.
Element x y z (Å)
C1 -1.965053 4.780560 -0.819876  -1.399
C2 -1.037572 3.947660 -1.696505  -0.234
C3 0.381049 3.913205 -1.131934  -0.539
C4 1.369285 3.138329 -2.003771  -0.874
C5 1.101456 1.636014 -2.126056  -0.861
C6 1.211152 0.877862 -0.795886  0.600
C7 -0.141044 0.604571 -0.147981  -0.831
C8 0.017630 -0.237941 1.099804  0.532
O1 -0.654998 -0.081141 2.091357  -0.620
N1 0.969333 -1.221288 1.011628  0.224
C9 1.059659 -2.192060 2.104581  -1.839
C10 0.044662 -3.290707 1.927456  0.523
C11 -1.199990 -3.206399 2.538027  -0.210
C12 -2.144684 -4.199463 2.349787  -0.755
C13 -1.838489 -5.281716 1.541225  0.403
Cl1 -3.013705 -6.529738 1.305265  -0.224
C14 -0.605013 -5.378091 0.917393  -0.789
C15 0.331408 -4.379436 1.112870  -0.185
C16 1.809870 -1.418908 -0.091199  0.285
O2 2.485754 -2.416645 -0.205184  -0.666
N2 1.822502 -0.421224 -1.002904  -0.206
H1 -2.969340 4.800967 -1.235945  0.382
H2 -1.603902 5.803849 -0.745052  0.338
H3 -2.018827 4.363840 0.183674  0.317
H4 -1.436836 2.935064 -1.772992  0.246
H5 -1.011928 4.370861 -2.703184  0.370
H6 0.742197 4.941001 -1.046228  0.464
H7 0.365637 3.495038 -0.124032  0.229
H8 1.356990 3.566463 -3.008640  0.400
H9 2.375220 3.279527 -1.600572  0.346
H10 0.120195 1.464991 -2.568523  0.337
H11 1.841507 1.227791 -2.818608  0.354
H12 1.836310 1.464636 -0.101815  0.173
H13 -0.769815 0.039884 -0.843280  0.425
H14 -0.661394 1.521859 0.119834  0.164
H15 0.877853 -1.648253 3.033668  0.539
H16 2.071459 -2.599959 2.089368  0.594
H17 -1.434492 -2.353128 3.155893  0.412
H18 -3.110885 -4.135529 2.825075  0.408
H19 -0.381857 -6.225145 0.287904  0.411
H20 1.292058 -4.436050 0.623721  0.439
H21 2.516637 -0.521150 -1.728365  0.316

Cartesian forces, eV/Å:
0.03 -0.15 -0.20
0.11 0.13 0.31
-0.03 -0.08 -0.37
-0.11 -0.06 0.13
0.18 0.13 0.16
-0.18 0.06 0.02
0.12 0.14 0.17
-0.19 0.54 -0.39
-0.16 -0.03 0.18
0.33 -0.23 0.22
0.03 -0.12 0.14
0.04 0.03 0.06
0.07 -0.04 -0.01
-0.05 -0.11 -0.04
0.14 0.18 0.03
-0.15 -0.16 -0.03
-0.09 -0.05 0.01
-0.02 0.00 0.05
-0.01 0.11 -0.10
0.23 -0.34 0.07
0.04 0.22 -0.46
-0.12 0.05 0.04
0.01 0.12 0.04
-0.04 -0.01 0.13
-0.02 -0.06 -0.11
0.00 -0.08 -0.08
0.00 0.02 0.11
0.01 0.05 0.14
0.08 0.04 -0.02
0.07 0.00 -0.07
-0.03 -0.12 -0.07
-0.04 -0.04 -0.05
-0.12 -0.01 -0.06
0.03 0.03 -0.05
0.00 -0.05 0.05
0.09 -0.09 -0.12
-0.15 0.11 0.06
-0.01 0.09 0.07
-0.09 -0.02 0.03
-0.01 -0.09 -0.05
0.09 -0.01 -0.04
-0.05 -0.10 0.11

---

C16H21F12NiO9 | ωB97M-V/def2-TZVPD

Calculated values
* gap between HOMO and LUMO (spin up / spin down): 0.29990 / 0.28753 hartree
* ΔE to the lowest compared entry with this formula, charge and spin: 138.86 kJ/mol
* F_max: 2.3 eV Å⁻¹
* HOMO energy (spin up / spin down): -0.4816 / -0.4816 Ha
* E_LUMO (spin up / spin down): -0.182 / -0.194 Eh
* multiplicity: 3
* electronic energy: -4005.90325 Eh
* total charge: +1
* expectation value of S²: 2.0058

Each line ends with the Mulliken charge.
Element x y z (Å)
Ni1 -8.026687 -8.957668 -8.354075  0.929
O1 -8.302900 -8.595302 -6.607054  -0.496
H1 -7.663162 -8.683240 -5.896522  0.263
C1 -6.499679 -7.371031 -2.307889  -1.353
C2 -6.039782 -6.736558 -3.602367  0.477
O2 -5.230193 -5.578834 -3.441978  -0.244
C3 -4.027522 -5.774148 -2.931349  0.372
O3 -3.464772 -6.823923 -2.854154  -0.521
C4 -3.379177 -4.457289 -2.462446  0.804
F1 -4.229297 -3.431658 -2.451972  -0.234
F2 -2.885558 -4.605231 -1.241588  -0.238
F3 -2.390428 -4.162659 -3.318902  -0.247
H2 -7.102551 -8.245068 -2.578428  0.355
H3 -7.141087 -6.697719 -1.740335  0.353
H4 -5.704055 -7.765815 -1.679714  0.413
H5 -6.889867 -6.361838 -4.171537  -0.086
H6 -5.588946 -7.514115 -4.231759  0.124
C5 -10.614530 -5.467768 -5.837143  -1.484
C6 -9.152401 -5.377593 -5.454457  0.361
O4 -8.506159 -4.309831 -6.143558  -0.234
C7 -8.616210 -3.106170 -5.633291  0.349
O5 -9.279424 -2.804416 -4.690700  -0.507
C8 -7.828322 -2.077979 -6.474794  0.862
F4 -6.790248 -2.655547 -7.096164  -0.178
F5 -8.645298 -1.554611 -7.398611  -0.261
F6 -7.369598 -1.097418 -5.716592  -0.246
H7 -11.001488 -6.411820 -5.432435  0.403
H8 -10.810478 -5.473075 -6.907029  0.325
H9 -11.221115 -4.710999 -5.341204  0.405
H10 -8.633972 -6.285512 -5.760791  -0.103
H11 -9.085174 -5.338045 -4.365508  0.369
C9 -3.992740 -9.897751 -9.793540  -1.147
C10 -3.770592 -9.598303 -8.326920  -0.178
O6 -3.855635 -8.182100 -8.046031  -0.225
C11 -5.005917 -7.645870 -7.980070  -0.005
O7 -6.083614 -8.202803 -8.076179  -0.218
C12 -4.902289 -6.118190 -7.735282  1.033
F7 -6.005323 -5.638888 -7.204493  -0.151
F8 -3.867814 -5.818526 -6.955179  -0.230
F9 -4.717466 -5.565656 -8.945636  -0.258
H12 -3.213075 -9.397757 -10.377553  0.379
H13 -4.948916 -9.529818 -10.160828  0.270
H14 -3.849108 -10.951928 -10.016563  0.369
H15 -2.767534 -9.893154 -8.040145  0.342
H16 -4.496694 -10.124024 -7.709674  0.201
C13 -9.518881 -13.029469 -4.816477  -1.242
C14 -9.376176 -12.288178 -6.114452  0.029
O8 -8.192003 -12.816059 -6.804143  -0.188
C15 -7.714921 -12.169858 -7.795745  0.314
O9 -7.967614 -11.015021 -8.083604  -0.496
C16 -6.582498 -12.936805 -8.515448  0.863
F10 -6.645615 -14.233747 -8.317023  -0.215
F11 -6.631030 -12.697583 -9.826638  -0.247
F12 -5.425909 -12.445090 -8.051577  -0.233
H17 -9.453668 -14.105823 -4.978082  0.342
H18 -10.512518 -12.843421 -4.403193  0.395
H19 -8.808992 -12.738216 -4.046208  0.323
H20 -9.271712 -11.215841 -5.936446  0.140
H21 -10.216720 -12.418204 -6.794218  0.301

Cartesian forces, eV/Å:
1.15 -0.40 1.93
-1.00 0.15 -0.46
0.25 -0.04 -0.22
-0.39 -0.22 -0.01
-0.68 -0.67 -0.54
-0.12 0.29 0.25
0.15 -0.19 -0.06
0.13 -0.11 0.16
-0.01 0.25 -0.38
-0.04 -0.09 0.01
0.16 -0.06 0.05
0.09 0.01 0.18
-0.08 0.12 0.01
0.13 0.03 0.09
0.19 0.28 -0.07
-0.07 0.02 0.14
0.54 0.35 0.10
-0.53 -0.55 0.64
-0.84 -0.82 -0.13
0.77 -0.47 -0.21
-0.35 0.42 0.16
0.03 0.25 0.32
0.04 -0.09 -0.05
-0.08 0.12 -0.06
0.08 -0.08 -0.05
0.01 0.06 0.12
0.11 0.00 -0.15
0.21 0.14 -0.07
0.17 0.28 -0.23
0.08 0.14 -0.24
0.27 0.62 -0.07
0.68 0.68 -0.40
-0.13 -1.02 -0.32
0.80 -0.26 -0.12
-0.54 0.69 0.46
-0.52 -0.42 -0.75
0.46 0.13 -0.36
-0.31 -0.05 0.12
-0.21 -0.11 -0.14
-0.02 0.05 0.17
-0.13 0.09 0.05
-0.12 -0.24 0.03
-0.32 -0.14 0.24
0.03 0.17 0.19
0.03 0.14 0.16
-0.47 -0.49 0.13
-0.16 0.60 0.54
-0.48 -0.39 -0.04
0.70 0.30 0.37
-0.33 0.61 -0.92
-0.10 0.16 -0.46
0.11 -0.06 0.17
-0.08 0.10 0.06
0.13 -0.15 0.12
0.07 0.02 0.02
0.01 0.09 -0.11
0.22 0.08 -0.21
0.30 -0.05 -0.21
0.03 -0.25 0.01

---

Question: The highest F_max belongs to which entry?
Answer: C16H21F12NiO9

---

Question: Number 4 is which compound?
Answer: C16H21F12NiO9

---

Question: The highest electronic energy belongs to which entry?
Answer: C16H21ClN2O2

---

Question: Look up the electronic energy of the second one.
Answer: -6474.40085 Eh